[1]
98
Properties=species:S:1:pos:R:3 method="wB97M-V/def2-TZVPD" multiplicity=2 charge=+1 s2=0.76 homo_ev="-10.20 / -10.25" lumo_energy_ev="-2.854 / -2.843"
Ru 0.428 -1.840 0.287
N 3.591 -2.643 3.060
C 2.386 -2.588 2.479
S 2.248 -3.297 0.875
N 1.402 -2.058 3.168
N 0.259 -2.004 2.440
C -0.843 -1.582 2.979
C -0.984 -1.085 4.359
C -0.400 -1.727 5.449
C -0.590 -1.230 6.727
C -1.341 -0.081 6.929
C -1.911 0.574 5.847
C -1.742 0.069 4.569
C -2.036 -1.672 2.092
C -3.328 -1.750 2.601
C -4.390 -1.875 1.722
C -4.137 -1.916 0.359
C -2.823 -1.855 -0.069
N -1.801 -1.748 0.771
H 4.383 -2.898 2.497
H 3.746 -2.024 3.840
H 0.198 -2.613 5.294
H -0.146 -1.742 7.569
H -1.479 0.306 7.929
H -2.488 1.476 5.997
H -2.181 0.586 3.724
H -3.486 -1.723 3.669
H -5.402 -1.937 2.098
H -4.936 -1.996 -0.364
H -2.577 -1.884 -1.124
O -0.712 -4.566 1.202
N -0.356 -3.967 0.005
C -0.123 -4.848 -0.881
C 0.212 -4.635 -2.291
C 0.206 -5.807 -3.054
C 0.431 -5.780 -4.417
C 0.672 -4.568 -5.043
C 0.698 -3.401 -4.298
C 0.479 -3.407 -2.922
P 0.562 -1.789 -2.075
C 2.100 -1.028 -2.701
C 3.257 -1.154 -1.936
C 4.459 -0.638 -2.399
C 4.516 0.016 -3.620
C 3.364 0.159 -4.381
C 2.164 -0.360 -3.926
C -0.757 -0.841 -2.900
C -0.724 0.553 -2.844
C -1.717 1.300 -3.454
C -2.769 0.668 -4.102
C -2.825 -0.718 -4.141
C -1.822 -1.469 -3.545
H -0.542 -3.885 1.871
H -0.197 -5.883 -0.556
H 0.015 -6.751 -2.561
H 0.416 -6.699 -4.987
H 0.843 -4.527 -6.110
H 0.900 -2.467 -4.802
H 3.224 -1.636 -0.971
H 5.351 -0.741 -1.795
H 5.453 0.421 -3.976
H 3.399 0.677 -5.330
H 1.273 -0.223 -4.524
H 0.088 1.052 -2.329
H -1.675 2.381 -3.421
H -3.543 1.256 -4.577
H -3.642 -1.217 -4.644
H -1.869 -2.550 -3.595
C 2.584 5.695 0.469
C 1.548 5.315 1.520
C 0.459 6.360 1.709
C -0.415 6.465 0.468
C -0.951 5.112 0.089
C -2.127 4.987 -0.615
C -2.621 3.726 -0.942
F -3.777 3.655 -1.623
C -1.974 2.578 -0.588
C -0.762 2.679 0.109
C -0.036 1.457 0.450
O -0.516 0.345 0.152
C 1.184 1.636 1.155
C 1.597 2.895 1.486
N 0.933 4.016 1.175
C -0.256 3.940 0.459
C 2.079 0.485 1.495
O 2.901 0.586 2.388
O 1.990 -0.548 0.714
H 2.995 6.681 0.686
H 2.146 5.715 -0.529
H 3.406 4.979 0.459
H 2.046 5.155 2.479
H 0.930 7.317 1.932
H -0.156 6.087 2.570
H 0.159 6.881 -0.365
H -1.246 7.148 0.645
H -2.685 5.865 -0.912
H -2.374 1.601 -0.824
H 2.517 3.016 2.044

[2]
97
Properties=species:S:1:pos:R:3 method="wB97M-V/def2-TZVPD" multiplicity=5 charge=-1 s2=6.00 homo_ev="-4.60 / -4.60" lumo_energy_ev="1.989 / 1.989"
Pm 0.065 -0.287 0.668
C 0.103 -4.635 -5.782
C 1.018 -3.633 -5.499
C 1.051 -3.059 -4.236
C 0.193 -3.489 -3.226
C -0.710 -4.512 -3.520
C -0.763 -5.070 -4.787
P 0.362 -2.662 -1.571
C -1.335 -3.005 -0.943
C -1.567 -3.431 0.361
C -2.866 -3.662 0.795
C -3.938 -3.442 -0.052
C -3.713 -2.973 -1.341
C -2.422 -2.752 -1.780
C 1.329 -3.964 -0.698
C 1.544 -5.222 -1.208
C 2.331 -6.154 -0.505
C 2.927 -5.801 0.671
C 2.752 -4.507 1.212
C 3.395 -4.119 2.407
C 3.195 -2.862 2.899
C 2.330 -1.960 2.244
C 1.649 -2.253 1.066
C 1.912 -3.566 0.545
H 0.069 -5.083 -6.767
H 1.705 -3.296 -6.266
H 1.752 -2.260 -4.020
H -1.375 -4.876 -2.749
H -1.482 -5.852 -4.998
H -0.735 -3.616 1.031
H -3.041 -4.021 1.802
H -4.948 -3.630 0.290
H -4.549 -2.779 -2.003
H -2.251 -2.380 -2.782
H 1.122 -5.516 -2.157
H 2.466 -7.148 -0.914
H 3.544 -6.510 1.213
H 4.044 -4.829 2.909
H 3.701 -2.547 3.806
H 2.218 -0.983 2.703
C -1.451 3.862 5.959
O -2.081 5.032 5.452
C -2.916 4.871 4.397
C -3.416 6.036 3.817
C -4.261 5.964 2.729
C -4.607 4.734 2.170
C -4.146 3.572 2.794
C -3.318 3.635 3.898
N -5.528 4.742 1.095
N -5.541 3.890 0.183
C -4.561 2.891 0.019
C -5.012 1.630 -0.323
C -4.160 0.536 -0.430
C -2.785 0.652 -0.216
O -1.971 -0.343 -0.288
C -2.284 1.985 0.059
N -0.939 2.094 0.192
C -0.423 3.282 0.407
C -1.193 4.453 0.424
C -2.552 4.363 0.287
C -3.157 3.097 0.151
H -0.741 4.210 6.705
H -0.927 3.317 5.171
H -2.182 3.202 6.436
H -3.115 6.990 4.230
H -4.641 6.870 2.272
H -4.453 2.603 2.426
H -2.943 2.716 4.322
H -6.083 1.497 -0.427
H -4.558 -0.446 -0.648
H 0.650 3.325 0.564
H -0.701 5.410 0.533
H -3.160 5.257 0.266
O -1.372 1.511 3.743
C -0.576 0.885 3.067
O -0.761 -0.308 2.605
C 0.835 1.507 2.753
O 1.307 2.321 3.522
O 1.408 1.070 1.676
N 1.450 0.522 -1.261
C 2.453 0.920 -1.673
N 3.584 1.372 -2.156
C 4.489 0.475 -2.880
C 5.887 0.586 -2.285
C 6.437 2.016 -2.458
C 5.299 3.046 -2.553
C 4.126 2.648 -1.669
H 4.508 0.755 -3.939
H 4.109 -0.543 -2.805
H 6.543 -0.140 -2.766
H 5.829 0.330 -1.226
H 7.049 2.076 -3.359
H 7.081 2.256 -1.611
H 4.951 3.125 -3.585
H 5.652 4.032 -2.251
H 3.337 3.399 -1.709
H 4.448 2.554 -0.627

[3]
97
Properties=species:S:1:pos:R:3 method="wB97M-V/def2-TZVPD" charge=+1 homo_ev=-10.61 lumo_energy_ev=-3.453
W -0.216 0.418 0.948
C 5.043 -1.259 0.841
S 4.849 0.513 0.579
C 3.140 0.745 0.783
S 2.087 -0.556 1.159
N 2.742 1.966 0.641
N 1.392 2.124 0.812
C 1.032 3.346 0.781
C -0.372 3.665 0.821
C -0.795 4.984 0.856
C -2.148 5.257 0.851
C -3.025 4.191 0.780
C -2.522 2.903 0.749
N -1.216 2.619 0.789
H 6.110 -1.445 0.735
H 4.503 -1.830 0.090
H 4.726 -1.549 1.840
H 1.782 4.122 0.682
H -0.055 5.772 0.884
H -2.509 6.276 0.887
H -4.095 4.337 0.749
H -3.214 2.080 0.685
O -0.326 -1.395 1.280
C -0.598 -2.809 1.285
C 0.037 -3.428 0.027
C -0.444 -2.983 -1.331
C -0.309 -3.811 -2.442
C -0.682 -3.322 -3.681
C -1.133 -2.015 -3.788
C -1.218 -1.254 -2.632
C -1.473 0.229 -2.655
C -0.185 0.972 -2.234
O 0.124 0.681 -0.872
C -0.285 2.490 -2.371
C 0.895 3.232 -2.326
C 0.870 4.611 -2.450
C -0.340 5.272 -2.624
C -1.519 4.544 -2.662
C -1.490 3.159 -2.535
C 0.959 0.445 -3.101
C 0.998 0.803 -4.446
C 1.969 0.280 -5.284
C 2.917 -0.604 -4.784
C 2.884 -0.956 -3.445
C 1.906 -0.438 -2.604
N -0.927 -1.752 -1.431
C 0.098 -3.423 2.505
C 0.016 -4.802 2.692
C 0.612 -5.402 3.788
C 1.289 -4.629 4.723
C 1.350 -3.257 4.556
C 0.755 -2.653 3.453
C -2.103 -3.064 1.437
C -2.881 -3.655 0.445
C -4.211 -3.979 0.686
C -4.782 -3.718 1.921
C -4.015 -3.130 2.919
C -2.689 -2.810 2.676
H -0.050 -4.511 0.107
H 1.107 -3.206 0.091
H 0.084 -4.814 -2.334
H -0.597 -3.944 -4.563
H -1.377 -1.583 -4.750
H -2.278 0.511 -1.978
H -1.743 0.554 -3.660
H 1.842 2.718 -2.205
H 1.797 5.169 -2.430
H -0.361 6.348 -2.741
H -2.465 5.050 -2.805
H -2.423 2.612 -2.583
H 0.272 1.505 -4.841
H 1.992 0.569 -6.327
H 3.680 -1.009 -5.436
H 3.624 -1.639 -3.047
H 1.882 -0.723 -1.562
H -0.538 -5.417 1.992
H 0.541 -6.474 3.916
H 1.753 -5.097 5.581
H 1.859 -2.641 5.287
H 0.803 -1.579 3.355
H -2.460 -3.894 -0.521
H -4.792 -4.456 -0.093
H -5.811 -3.996 2.115
H -4.441 -2.943 3.896
H -2.086 -2.391 3.473
O -5.339 0.018 3.271
C -4.347 0.015 2.372
C -4.558 -0.375 1.035
C -3.507 -0.377 0.150
N -2.312 0.038 0.589
C -2.110 0.346 1.840
Br 0.224 1.195 3.385
C -3.077 0.382 2.810
H -6.162 -0.302 2.883
H -5.535 -0.709 0.711
H -3.604 -0.703 -0.876
H -2.873 0.644 3.838

[4]
105
Properties=species:S:1:pos:R:3 method="wB97M-V/def2-TZVPD" charge=-2 homo_ev=-2.42 lumo_energy_ev=4.152
K -1.487 0.870 0.832
C 2.293 -0.822 3.578
C 2.365 0.574 3.018
N 2.810 0.815 1.848
N 3.319 -0.249 1.156
C 2.555 -0.719 0.212
O 1.354 -0.392 -0.066
C 3.133 -1.889 -0.594
C 3.680 -1.392 -1.900
C 4.892 -1.717 -2.345
C 5.808 -2.561 -1.563
C 5.456 -3.052 -0.376
C 4.091 -2.836 0.195
C 1.802 1.707 3.812
C 0.944 1.439 4.880
C 0.326 2.484 5.542
C 0.576 3.781 5.132
C 1.465 3.959 4.081
N 2.078 2.967 3.446
H 3.020 -1.441 3.055
H 1.302 -1.258 3.407
H 2.504 -0.833 4.650
H 3.023 -0.757 -2.482
H 5.241 -1.336 -3.299
H 6.795 -2.759 -1.971
H 6.152 -3.653 0.204
H 4.156 -2.536 1.239
H 0.713 0.418 5.146
H -0.372 2.287 6.347
H 0.086 4.627 5.595
H 1.692 4.962 3.725
N -3.317 1.258 -4.370
C -2.231 2.035 -4.511
N -1.879 2.404 -5.755
C -0.833 3.214 -5.798
N -0.455 3.675 -7.041
N -0.110 3.636 -4.763
C -0.529 3.160 -3.581
N -1.583 2.398 -3.388
C 0.300 3.553 -2.401
C 0.849 4.828 -2.377
C 1.636 5.193 -1.296
C 1.869 4.271 -0.296
C 1.290 3.010 -0.406
N 0.517 2.655 -1.431
H -3.675 0.827 -5.201
H -3.417 0.784 -3.480
H -0.788 3.113 -7.805
H 0.499 3.986 -7.095
H 0.653 5.512 -3.193
H 2.068 6.187 -1.245
H 2.492 4.491 0.559
H 1.482 2.253 0.349
O -1.445 3.228 1.344
N -2.289 3.217 2.260
N -2.164 2.251 3.130
O -1.238 1.329 3.106
C -3.125 2.244 4.192
C -4.122 3.215 4.321
C -5.007 3.152 5.383
C -4.920 2.133 6.327
C -3.932 1.169 6.188
C -3.036 1.220 5.128
H -4.187 4.000 3.583
H -5.782 3.904 5.477
H -5.617 2.089 7.156
H -3.861 0.362 6.908
H -2.261 0.480 4.982
O -2.932 -0.983 1.124
S -3.558 -1.098 -0.186
O -5.003 -0.957 -0.181
O -2.891 -0.253 -1.187
C -3.209 -2.764 -0.719
C -4.243 -3.685 -0.836
C -3.953 -4.992 -1.197
C -2.631 -5.362 -1.422
C -1.611 -4.429 -1.298
C -1.874 -3.097 -0.965
P -0.554 -1.745 -0.724
C 0.749 -2.903 -0.090
C 0.502 -3.458 1.104
C 1.438 -4.377 1.766
C 2.621 -4.684 1.240
C 3.107 -4.029 -0.014
C 2.092 -3.085 -0.753
C -0.151 -1.534 -2.546
C 0.540 -0.383 -2.939
C 0.841 -0.131 -4.274
C 0.429 -1.007 -5.267
C -0.292 -2.134 -4.906
C -0.574 -2.393 -3.567
H -5.258 -3.361 -0.639
H -4.750 -5.722 -1.293
H -2.396 -6.384 -1.703
H -0.586 -4.742 -1.473
H -0.455 -3.261 1.584
H 1.118 -4.844 2.694
H 3.284 -5.394 1.729
H 3.543 -4.771 -0.686
H 1.945 -3.354 -1.802
H 0.827 0.332 -2.185
H 1.393 0.767 -4.533
H 0.651 -0.805 -6.310
H -0.635 -2.825 -5.669
H -1.147 -3.278 -3.340

[5]
101
Properties=species:S:1:pos:R:3 method="wB97M-V/def2-TZVPD" charge=+3 homo_ev=-14.91 lumo_energy_ev=-9.680
W -0.137 0.971 -1.151
C 3.477 1.332 -3.326
C 2.605 1.243 -2.108
O 1.363 1.543 -2.297
C 3.177 1.081 -0.880
C 2.514 1.373 0.312
C 3.317 1.898 1.470
N 1.195 1.609 0.280
N 0.685 2.412 1.247
C -0.494 2.848 0.967
O -1.048 2.470 -0.173
C -1.236 3.772 1.865
C -2.501 4.205 1.494
C -3.204 5.042 2.328
C -2.679 5.392 3.548
C -1.426 4.948 3.916
C -0.673 4.136 3.074
H 3.034 0.770 -4.136
H 4.424 0.869 -3.139
H 3.582 2.360 -3.660
H 4.229 0.926 -0.871
H 4.351 1.656 1.271
H 2.987 1.443 2.382
H 3.180 2.964 1.525
H -2.923 3.907 0.534
H -4.238 5.341 2.069
H -3.355 5.937 4.236
H -0.979 5.220 4.840
H 0.335 3.785 3.369
N -3.797 0.252 -3.136
C -3.731 -1.041 -2.570
C -4.525 -2.162 -2.723
C -4.048 -3.314 -2.074
C -2.941 -3.275 -1.200
C -2.148 -2.135 -1.136
C -2.558 -1.011 -1.807
N -1.997 0.269 -1.904
C -2.740 0.985 -2.738
C -2.237 2.258 -3.123
C -2.709 3.273 -3.897
S -1.505 4.471 -4.055
C -0.432 3.550 -3.115
N -0.942 2.402 -2.748
H -4.530 0.539 -3.796
H -5.380 -2.217 -3.348
H -4.631 -4.190 -2.070
H -2.617 -4.124 -0.638
H -1.263 -2.116 -0.602
H -3.670 3.406 -4.393
H 0.559 3.885 -2.795
N 0.596 -0.707 -1.569
C 1.198 -1.627 -2.249
C 0.485 -2.137 -3.496
C -0.257 -1.325 -4.340
C -0.927 -1.815 -5.398
C -0.888 -3.200 -5.647
C -0.168 -4.041 -4.814
C 0.568 -3.509 -3.742
C 2.566 -2.118 -2.035
C 3.407 -2.188 -3.148
C 4.727 -2.715 -3.027
C 5.137 -3.188 -1.762
C 4.278 -3.215 -0.641
C 2.996 -2.657 -0.807
H -0.221 -0.210 -4.194
H -1.454 -1.162 -6.061
H -1.421 -3.568 -6.480
H -0.108 -5.077 -5.044
H 1.066 -4.177 -3.071
H 3.111 -1.870 -4.133
H 5.297 -2.782 -3.926
H 6.143 -3.553 -1.592
H 4.629 -3.623 0.320
H 2.290 -2.717 -0.002
C 1.001 -1.206 1.627
C -0.451 -0.734 1.594
N -0.985 0.028 0.618
C -2.310 0.243 0.945
C -2.577 -0.413 2.106
N -1.412 -1.022 2.501
C -1.297 -1.849 3.741
N -0.129 -1.661 4.464
N 0.862 -2.660 4.512
N 1.673 -2.426 5.402
C 1.347 -1.250 6.024
C 1.945 -0.570 7.082
C 1.244 0.467 7.604
C 0.027 0.955 7.103
C -0.503 0.360 5.958
C 0.190 -0.735 5.432
H 1.482 -0.902 0.698
H 1.011 -2.297 1.827
H 1.602 -0.822 2.450
H -2.976 0.899 0.391
H -3.442 -0.391 2.750
H -1.430 -2.866 3.444
H -2.213 -1.600 4.284
H 2.918 -0.944 7.461
H 1.648 0.951 8.541
H -0.511 1.778 7.586
H -1.483 0.689 5.601